Entry 1:
Formula: C4H5N
Source: the Open Molecules 2025 dataset
Level of theory: ωB97M-V with the def2-TZVPD basis set

XYZ file:
```
10
Properties=species:S:1:pos:R:3
H 1.380 0.971 -0.644
H 1.251 1.611 1.072
C -0.383 -1.023 -0.397
C 0.754 1.135 0.231
N -0.645 1.480 0.035
C -0.395 -2.023 -1.070
H -0.380 -2.916 -1.657
H -0.883 1.489 -0.952
C -0.310 0.126 0.482
H -0.610 -0.073 1.507
```

highest occupied orbital energy = -9.425 eV
orbital gap = 10.56 eV
molar mass = 67.09 g mol⁻¹
total charge = 0
multiplicity = 1
energy above the lowest of the compared OMol25 structures with the same formula, charge and spin = 274.0 kJ/mol

***

Entry 2:
Formula: C4H5N
Source: the Open Molecules 2025 dataset
Level of theory: ωB97M-V with the def2-TZVPD basis set

XYZ file:
```
10
Properties=species:S:1:pos:R:3
C -0.943 0.578 -0.080
N -3.519 -0.335 0.145
C 0.150 -0.330 -0.016
H -0.063 -1.450 -0.328
H -1.007 1.599 0.183
C 1.603 -0.139 0.059
H 2.284 -1.048 -0.025
C -2.380 0.034 -0.164
H 2.007 0.382 0.867
H 1.868 0.709 -0.641
```

highest occupied orbital energy = -9.744 eV
orbital gap = 9.85 eV
molar mass = 67.09 g mol⁻¹
total charge = 0
multiplicity = 1
energy above the lowest of the compared OMol25 structures with the same formula, charge and spin = 227.0 kJ/mol

***

Entry 3:
Formula: C4H5N
Source: the Open Molecules 2025 dataset
Level of theory: ωB97M-V with the def2-TZVPD basis set

XYZ file:
```
10
Properties=species:S:1:pos:R:3
H 0.923 1.421 0.824
C -0.639 -0.025 0.222
C 0.221 0.295 -0.967
H -1.420 0.663 0.521
C -1.309 -1.544 0.194
H 1.522 -0.303 0.733
H 0.543 -0.545 -1.574
C 0.793 0.428 0.404
N -0.613 -1.616 1.163
H -0.039 1.189 -1.527
```

highest occupied orbital energy = -10.352 eV
orbital gap = 11.36 eV
molar mass = 67.09 g mol⁻¹
total charge = 0
multiplicity = 1
energy above the lowest of the compared OMol25 structures with the same formula, charge and spin = 343.4 kJ/mol

***

Entry 4:
Formula: C4H5N
Source: the Open Molecules 2025 dataset
Level of theory: ωB97M-V with the def2-TZVPD basis set

XYZ file:
```
10
Properties=species:S:1:pos:R:3
C -0.054 0.800 0.020
H 3.491 -0.877 -0.134
H 0.140 1.413 0.872
H -0.905 -1.215 0.902
H -2.645 -1.024 -0.251
H -0.090 1.609 -0.802
N -2.081 -0.219 -0.514
C -0.996 -0.316 0.121
C 2.596 -0.332 -0.255
C 1.532 0.237 -0.161
```

expectation value of S² = 2.006
highest occupied orbital energy (alpha / beta) = -5.797 / -9.807 eV
orbital gap (alpha / beta) = 6.79 / 6.67 eV
molar mass = 67.09 g mol⁻¹
total charge = 0
multiplicity = 3
energy above the lowest of the compared OMol25 structures with the same formula, charge and spin = 395.9 kJ/mol

***

Entry 5:
Formula: C4H5N2
Source: the Open Molecules 2025 dataset
Level of theory: ωB97M-V with the def2-TZVPD basis set

XYZ file:
```
11
Properties=species:S:1:pos:R:3
C 1.401 0.637 0.053
C -1.209 0.008 -0.451
H -1.818 0.937 -0.106
N 0.243 -1.190 0.975
H 1.456 1.399 0.777
C 0.199 -0.146 0.146
N -1.930 -1.266 -0.035
H 2.279 0.083 0.343
H -1.210 -0.021 -1.503
C -0.985 -1.571 0.675
H 1.574 1.130 -0.872
```

highest occupied orbital energy = -16.925 eV
orbital gap = 9.67 eV
molar mass = 81.10 g mol⁻¹
total charge = +1
multiplicity = 1
energy above the lowest of the compared OMol25 structures with the same formula, charge and spin = 291.6 kJ/mol

***

Entry 6:
Formula: C4H5N2
Source: the Open Molecules 2025 dataset
Level of theory: ωB97M-V with the def2-TZVPD basis set

XYZ file:
```
11
Properties=species:S:1:pos:R:3
H 1.825 -1.725 0.258
C -1.345 1.504 -0.028
H 0.603 -2.237 -0.786
C 0.032 1.716 -0.371
C -1.156 0.174 0.245
N -0.001 -0.449 0.059
H 0.163 -2.508 1.009
H 0.470 2.698 -0.507
H -2.048 2.313 0.135
N 0.724 0.578 -0.257
C 0.732 -2.064 0.243
```

highest occupied orbital energy (alpha / beta) = -15.724 / -15.723 eV
orbital gap (alpha / beta) = 7.51 / 7.68 eV
molar mass = 81.10 g mol⁻¹
total charge = +1
multiplicity = 1
energy above the lowest of the compared OMol25 structures with the same formula, charge and spin = 534.0 kJ/mol